Record 1
C23H35N3O3 | the ωB97M-V functional and the def2-TZVPD basis

## Properties
highest occupied orbital energy: -0.3267 hartree
E_tot: -1287.41636 a.u.
ΔE to the lowest compared entry with this formula, charge and spin: 32.57 kcal/mol
strongest force on any atom: 0.096 eV Å⁻¹

The geometry in ORCA input format:
```
! wB97M-V def2-TZVPD RIJCOSX def2/J DEFGRID3
* xyz 0 1
C 1.5000 3.5517 0.4911
C 1.1512 2.1335 0.0488
C 2.2584 1.1764 0.4997
C -0.1901 1.7155 0.6710
C -0.7034 0.3949 0.1009
C -2.0782 0.0524 0.6514
O -2.8594 0.9378 0.9718
N -2.3949 -1.2677 0.7304
C -1.5119 -2.3576 0.3194
C -0.5952 -2.8774 1.4303
C -1.2069 -2.8154 2.8315
C -2.6757 -3.2440 2.9265
C -3.7341 -2.1534 2.6662
C -5.1150 -2.7625 2.9154
C -3.5383 -0.9681 3.6141
C -3.7123 -1.6582 1.2134
C -0.7887 0.5251 -1.4221
N 0.5167 0.8560 -1.9774
C 1.2945 -0.2080 -2.3510
O 0.9047 -1.3496 -2.1815
C 2.5917 -0.0305 -3.1129
N 2.8704 -1.1194 -3.9451
C 3.9904 -0.8445 -4.4895
O 4.5289 0.3243 -4.0947
C 3.6273 0.8564 -3.2092
C 4.0559 2.1500 -2.6333
C 5.1603 2.9292 -3.2924
C 3.7579 3.4445 -3.3545
C 1.0077 2.1297 -1.4863
H 0.7259 4.2595 0.1871
H 1.5949 3.6044 1.5774
H 2.4494 3.8770 0.0559
H 2.1130 0.1596 0.1324
H 3.2402 1.5129 0.1627
H 2.2883 1.1319 1.5906
H -0.0827 1.6434 1.7573
H -0.9440 2.4843 0.4831
H -0.0010 -0.4064 0.3302
H -2.1701 -3.1624 -0.0117
H -0.9196 -2.0735 -0.5497
H -0.3317 -3.9093 1.1828
H 0.3452 -2.3190 1.4297
H -0.6080 -3.4530 3.4858
H -1.1009 -1.8046 3.2296
H -2.8587 -4.0900 2.2523
H -2.8626 -3.6225 3.9360
H -5.9059 -2.0448 2.6866
H -5.2719 -3.6495 2.2966
H -5.2223 -3.0575 3.9612
H -4.3897 -0.2888 3.5471
H -3.4520 -1.3122 4.6480
H -2.6512 -0.3851 3.3693
H -4.3732 -0.7980 1.1153
H -4.0827 -2.4523 0.5571
H -1.1519 -0.3836 -1.8931
H -1.4692 1.3460 -1.6670
H 4.5462 -1.4216 -5.2097
H 4.0350 2.1955 -1.5540
H 5.8609 3.4293 -2.6394
H 5.5912 2.5214 -4.1939
H 3.2333 3.3665 -4.2970
H 3.4884 4.3013 -2.7519
H 0.2821 2.8991 -1.7714
H 1.9436 2.3805 -1.9672
*
```

---

Record 2
C4H6N2O | the ωB97M-V functional and the def2-TZVPD basis

## Properties
highest occupied orbital energy: -0.2800 hartree
E_tot: -340.68043 a.u.
ΔE to the lowest compared entry with this formula, charge and spin: 71.84 kcal/mol
strongest force on any atom: 1.554 eV Å⁻¹

The geometry in ORCA input format:
```
! wB97M-V def2-TZVPD RIJCOSX def2/J DEFGRID3
* xyz 0 1
N 1.9175 -0.9092 -0.5061
C 0.6023 -0.4692 -0.3420
C 0.0776 0.6900 -0.9071
N -1.2722 0.7113 -0.6322
C -1.4582 -0.1636 0.4103
O -1.7459 0.6100 1.5334
C -0.4038 -1.0709 0.4398
H 2.5500 -0.1336 -0.6558
H 2.2424 -1.4798 0.2629
H 0.5348 1.3732 -1.6021
H -1.8287 1.5515 -0.5841
H -0.9216 1.1644 1.4230
H -0.2942 -1.8741 1.1598
*
```

---

Record 3
C16H18AsMoN3O5S | the ωB97M-V functional and the def2-TZVPD basis

## Properties
highest occupied orbital energy: -0.7318 hartree
E_tot: -3861.52331 a.u.
ΔE to the lowest compared entry with this formula, charge and spin: 0.00 kcal/mol
strongest force on any atom: 1.443 eV Å⁻¹

The geometry in ORCA input format:
```
! wB97M-V def2-TZVPD RIJCOSX def2/J DEFGRID3
* xyz 4 1
Mo -0.5351 0.3513 0.3396
O -3.9029 2.5074 0.1438
C -2.9721 2.0039 0.6095
O -1.9568 1.2990 -0.1936
C -2.4785 1.9135 2.0070
C -2.9983 2.5579 3.1058
C -2.3100 2.4429 4.3170
C -1.1181 1.7137 4.3933
C -0.6691 1.0972 3.2506
N -1.3597 1.1738 2.0965
C 0.6084 0.3675 3.0845
O 1.4624 0.0660 3.7986
O 0.6738 0.0665 1.6130
H -3.9040 3.1482 3.0168
H -2.6878 2.9477 5.1997
H -0.5504 1.6416 5.3148
C 0.5845 -4.4276 0.4444
As -1.0408 -3.9482 -0.4125
C -2.5637 -4.7833 0.3539
C -1.0938 -3.9920 -2.3144
S -1.5268 -1.6312 -0.0296
H 0.8017 -5.4388 0.0794
H 0.4103 -4.4524 1.5183
H 1.3965 -3.7586 0.1737
H -2.4881 -5.8156 -0.0140
H -3.4796 -4.3313 -0.0247
H -2.5157 -4.7669 1.4404
H -0.7009 -4.9815 -2.5768
H -0.4742 -3.2184 -2.7598
H -2.1345 -3.9026 -2.6220
N 4.7230 2.8357 -3.8325
C 3.8166 3.3919 -3.0172
O 3.7763 4.5419 -2.6537
C 2.7257 2.4922 -2.4243
C 1.6715 3.1926 -1.8218
C 0.6953 2.5105 -1.1633
N 0.7383 1.1387 -1.0611
C 1.7530 0.4421 -1.6528
C 2.7319 1.0918 -2.3528
H 5.4397 3.4428 -4.2127
H 4.6640 1.9061 -4.2110
H 1.6590 4.2742 -1.8832
H -0.1451 3.0298 -0.7241
H 1.7607 -0.6329 -1.5405
H 3.5134 0.4932 -2.8020
*
```

---

Record 4
H11O5 | the ωB97M-V functional and the def2-TZVPD basis

## Properties
highest occupied orbital energy: -0.5454 hartree
E_tot: -382.55018 a.u.
ΔE to the lowest compared entry with this formula, charge and spin: 17.49 kcal/mol
strongest force on any atom: 2.133 eV Å⁻¹

The geometry in ORCA input format:
```
! wB97M-V def2-TZVPD RIJCOSX def2/J DEFGRID3
* xyz 1 1
O 0.4252 -1.5682 -0.0364
H 0.0212 -2.1371 -0.7088
H 1.3707 -1.6858 -0.1367
O -0.9425 1.5496 3.0914
H -1.2566 2.4597 3.1789
H -1.4995 1.0886 3.7576
O 2.8836 -2.0260 -1.8313
H 2.9164 -2.4630 -2.7119
H 3.5311 -1.3466 -2.1099
O -1.3852 1.2071 -1.6321
H -1.2310 0.8105 -2.4844
H -1.5375 2.1722 -1.6363
O -0.9448 0.5140 0.8195
H -0.4173 -0.3232 0.8438
H -0.8843 0.9287 1.7502
H -1.0497 0.8196 -0.1533
*
```

---

Record 5
C2H4F2O3 | the ωB97M-V functional and the def2-TZVPD basis

## Properties
highest occupied orbital energy: -0.4149 hartree
E_tot: -503.93988 a.u.
ΔE to the lowest compared entry with this formula, charge and spin: 79.37 kcal/mol
strongest force on any atom: 4.262 eV Å⁻¹

The geometry in ORCA input format:
```
! wB97M-V def2-TZVPD RIJCOSX def2/J DEFGRID3
* xyz 0 1
C 0.5704 0.9138 -0.0934
C 0.3033 -2.0940 1.2436
O -0.1084 -3.2974 0.9241
O -0.2069 0.2710 0.9409
O -0.3675 -1.2305 0.4663
F 0.4788 -1.7312 2.5492
F 1.6214 -2.0740 0.7394
H 0.3852 1.8800 0.1918
H 0.1773 0.6586 -1.0041
H 1.6230 0.7051 0.0034
H -1.0470 -3.3575 0.8302
*
```

---

no.,LUMO level (Ha)
1,0.024
2,0.023
3,-0.591
4,-0.111
5,0.010